ORCA calculation (the ωB97M-V functional and the def2-TZVPD basis) on a molecular structure, C20H42InN2O4.

Last column: natural (NBO) charge in e.
Atoms and positions in Å:
H1 -0.8934 0.0750 -0.0675  0.195
H2 -0.9924 2.1326 -0.6677  0.209
H3 5.4473 -1.6374 1.4417  0.227
O1 -1.0257 -3.0044 0.6368  -0.584
H4 4.1183 -2.2281 2.4753  0.241
C1 -1.9392 -0.9895 1.5548  0.127
H5 0.2124 -1.6008 4.8094  0.223
H6 -0.7803 -1.0439 -3.1290  0.201
C2 1.6153 2.3323 -0.6655  -0.604
H7 -1.8659 -0.8441 4.5282  0.198
C3 -1.9008 -0.2654 0.1945  -0.616
C4 3.8288 -0.1288 1.8076  -0.065
H8 2.1738 1.2945 -3.4640  0.463
H9 1.5981 3.1739 0.0262  0.235
H10 -3.9500 -0.6580 1.6280  0.229
C5 1.3187 3.5861 -2.7919  -0.663
H11 -2.4999 0.9126 2.6194  0.232
C6 -0.4720 -0.5331 -4.0473  -0.611
H12 -2.0773 -3.8306 2.8828  0.195
H13 -2.1487 -0.9849 -0.5900  0.222
O2 1.8487 0.5661 -2.9107  -0.613
H14 -1.0721 -0.7708 -4.9211  0.233
C7 -3.3718 -1.5494 1.8791  -0.653
H15 0.9926 -3.8175 1.9620  0.216
H16 1.7282 -2.3294 2.2892  0.192
H17 -0.8511 0.5637 4.5590  0.224
H18 0.0366 2.8260 -4.7516  0.216
H19 1.5012 -3.5157 3.6230  0.233
C8 0.0152 1.7526 -4.9219  -0.653
H20 4.5467 0.4664 1.2199  0.224
H21 -3.6031 -2.4500 1.3139  0.213
C9 -0.3896 0.9686 -3.6959  0.108
H22 0.9752 1.4808 -5.3646  0.215
H23 -1.6386 3.5987 -3.2788  0.211
H24 -0.8996 0.8016 2.0889  0.204
H25 -2.0558 0.7202 -2.4286  0.209
H26 -3.6560 -1.6885 2.9220  0.227
H27 -2.7007 2.8440 -2.1170  0.224
H28 -2.4544 0.6682 0.0942  0.224
C10 -1.7214 1.4248 -3.2040  -0.416
H29 -1.9769 -2.9372 4.3717  0.228
O3 2.5649 0.1409 1.6325  -0.447
H30 0.7550 -0.6589 3.4879  0.207
H31 0.6075 4.1416 -3.3983  0.228
C11 -1.3717 -3.3613 3.5693  -0.651
H32 -1.5898 -3.6551 1.0838  0.461
C12 -1.6852 0.1913 2.5493  -0.419
N1 -0.8028 -1.9444 1.5386  -0.202
N2 0.5663 1.1013 -2.5410  -0.189
C13 -1.1990 -0.2355 3.9040  -0.405
O4 3.8706 -2.3069 0.5274  -0.456
C14 -0.6460 2.8164 -1.4393  -0.388
H33 -2.5133 1.1440 -3.9038  0.237
C15 -0.3463 -2.4366 2.8597  0.106
H34 -0.7458 1.6006 -5.6892  0.234
C16 -0.0999 -1.2643 3.8203  -0.400
H35 1.9362 4.2903 -2.2321  0.236
C17 4.3666 -1.6314 1.5886  -0.070
In1 1.5859 -1.4085 -0.5867  1.030
H36 -0.3697 3.8145 -1.0966  0.221
H37 0.5125 -0.9918 -4.1631  0.225
H38 1.3233 1.4486 -0.0926  0.201
H39 2.6646 2.2815 -0.9718  0.212
C18 0.7842 2.4169 -1.9340  0.098
H40 2.0751 3.2791 -3.5267  0.205
C19 -1.7024 2.7824 -2.5582  -0.422
C20 1.0515 -3.0548 2.7481  -0.606
H41 -0.8242 -4.1139 4.1408  0.230
H42 4.2111 0.2324 2.7722  0.202

Forces on the atoms, in the same order (eV/Å):
0.3 -0.3 0.4
0.3 0.3 0.3
0.2 1.2 0.3
0.0 -0.1 0.0
-0.7 0.8 0.6
-0.7 1.4 0.7
-0.3 -0.4 0.0
-0.8 -0.1 -0.2
1.1 -0.8 -0.4
-1.3 0.9 -0.3
0.2 -1.0 -0.8
-1.2 5.0 1.2
0.7 -0.5 -0.2
-0.6 0.3 -0.4
-0.7 -0.6 -0.6
1.3 -0.3 -0.9
-0.5 -0.5 -0.2
1.0 -0.2 1.2
0.1 -0.3 0.1
-0.4 0.3 -0.2
-0.2 0.6 -0.3
-0.2 0.1 0.2
0.8 0.9 -0.4
0.1 -0.4 0.2
0.0 0.3 0.5
-0.2 0.3 -0.3
-0.1 -0.1 0.0
-0.4 0.3 0.3
0.0 0.6 -0.7
-0.3 -0.7 -1.7
-0.4 0.2 -0.2
0.9 -0.8 -0.3
0.0 -0.2 0.1
0.2 0.0 0.1
0.3 -0.1 0.1
0.5 0.0 0.4
0.8 -0.3 0.2
0.1 0.6 0.2
-0.7 -0.4 0.3
-0.7 -1.3 1.0
0.0 0.7 -0.4
1.2 -1.4 -0.5
0.3 -0.6 -0.4
-0.3 -0.1 0.4
0.4 -0.6 0.2
-0.1 0.0 -0.1
1.2 -0.2 0.0
0.8 0.8 0.8
0.6 -0.8 0.3
-0.4 -1.6 1.7
0.0 2.0 1.6
0.7 0.4 -1.4
0.2 1.0 -0.6
0.1 0.5 1.9
0.1 -0.1 -0.1
1.4 1.9 -1.1
-0.5 0.0 0.5
0.5 -5.7 -3.1
0.2 0.4 0.8
-1.2 0.1 0.5
0.1 0.4 -0.6
0.2 -0.1 0.0
0.1 -0.5 0.3
-2.4 1.0 0.8
-0.1 -0.4 -0.1
-0.9 0.3 0.2
-0.4 -0.9 -2.2
0.0 -0.4 -0.5
-0.4 -1.3 1.0

Results
Kohn-Sham gap: 4.667 eV
Strongest force on any atom: 0.127 hartree/bohr
DFT total energy: -1387.31125 Eh
Net charge: +1
ΔE to the lowest compared entry with this formula, charge and spin: 106.68 kJ/mol



ORCA calculation (the ωB97M-V functional and the def2-TZVPD basis) on a molecular structure, C4H7BN2O.

Last column: natural (NBO) charge in e.
Atoms and positions in Å:
H1 0.3497 2.2989 -1.0380  0.218
H2 1.2464 1.6453 0.3807  0.235
O1 2.4738 -0.1586 0.1143  -0.871
H3 -3.3780 -0.6627 -0.0494  0.210
H4 1.6537 -2.2432 -0.3374  -0.086
H5 3.3523 -0.2946 0.1715  0.494
C1 -2.3615 -0.6575 0.0773  -0.119
C2 -1.4654 -1.6219 0.0022  -0.240
B1 1.5077 -1.0876 -0.0402  0.684
H6 -0.2716 2.6350 0.6215  0.228
C3 0.2529 1.9374 -0.0516  -0.409
N1 -1.7851 0.7294 0.1898  -0.294
H7 -1.1889 -2.6676 -0.0681  0.237
C4 0.0980 -0.4975 -0.0583  -0.182
N2 -0.4840 0.6452 0.0858  -0.105

Forces on the atoms, in the same order (eV/Å):
-0.2 0.1 -1.1
-0.7 1.0 -0.6
-3.5 1.4 0.1
-2.3 -0.1 0.2
0.2 0.2 0.4
4.4 -1.3 0.1
3.4 3.5 0.4
6.1 2.7 -0.4
-0.7 0.4 -0.9
0.3 -0.1 -0.5
0.6 -1.3 3.2
-1.6 -2.3 -0.6
-0.9 0.2 0.0
-3.7 -5.5 0.5
-1.2 1.3 -0.8

Results
Kohn-Sham gap: 8.627 eV
Strongest force on any atom: 0.129 hartree/bohr
DFT total energy: -366.12378 Eh
Net charge: 0
ΔE to the lowest compared entry with this formula, charge and spin: 326.56 kJ/mol